CH14O5S | ωB97M-V/def2-TZVPD

Last column: natural (NBO) charge in e.
Geometry (Å):
C (-1.089, 1.595, 1.457)  -0.739
S (-0.713, 0.015, 2.267)  -0.122
H (-0.153, 2.128, 1.316)  0.208
H (-1.719, 2.193, 2.121)  0.218
H (-1.625, 1.468, 0.517)  0.246
H (-1.382, -0.792, 1.427)  0.175
O (-1.080, 0.780, -1.925)  -0.969
H (-1.237, 0.165, -2.653)  0.479
H (-0.107, 0.763, -1.860)  0.492
O (2.727, 0.068, 1.737)  -0.956
H (3.257, 0.356, 2.488)  0.473
H (2.250, -0.687, 2.100)  0.483
O (-2.379, -1.433, -0.356)  -0.965
H (-2.097, -0.642, -0.839)  0.484
H (-1.630, -2.021, -0.525)  0.487
O (0.151, -2.009, -1.693)  -0.977
H (0.644, -1.214, -1.453)  0.493
H (0.808, -2.614, -2.047)  0.478
O (1.663, 0.381, -0.994)  -0.981
H (1.322, 0.485, -0.091)  0.502
H (2.388, 1.017, -0.995)  0.495

## Properties
* HOMO-LUMO gap: 9.15 eV
* E_tot: -22337.299 eV
* molecular weight: 138.19 g mol⁻¹
* HOMO: -8.832 eV
* structure (SMILES): CS.O.O.O.O.O